(1)
A 18-piece molecular cluster, C2H38O19 overall at a distorted geometry, computed with wB97M-V/def2-TZVPD.

Geometry as XYZ:
```
59
Properties=species:S:1:pos:R:3:forces:R:3
O 1.402 -1.009 0.616 0.129 0.209 0.712
C 0.103 -0.649 0.266 1.801 -0.153 -3.314
C 0.083 0.602 -0.608 -2.096 -1.564 0.466
O -1.263 1.004 -0.820 1.254 -0.707 0.423
H -0.510 -0.391 1.049 -1.746 -0.195 2.192
H -0.202 -1.477 -0.377 -1.409 -0.085 0.410
H 0.512 0.285 -1.525 0.937 0.163 -1.178
H 0.687 1.342 -0.161 0.925 0.795 0.602
O -3.094 2.670 -0.257 0.142 0.383 1.759
H -2.354 2.010 -0.455 -0.292 0.789 0.250
H -2.859 3.049 0.642 -0.248 -0.690 -1.830
O 1.134 -3.654 0.759 0.351 -1.031 0.324
H 0.879 -4.091 -0.047 -0.397 -0.575 -0.324
H 1.019 -2.739 0.514 0.265 1.025 0.141
O -1.526 -2.803 1.920 -1.917 -0.588 -0.411
H -1.911 -2.030 1.486 -0.235 0.230 0.015
H -0.673 -2.524 2.198 1.103 0.212 0.595
O -3.555 0.722 -3.297 -0.969 0.409 -0.902
H -3.034 0.369 -2.587 0.539 -0.252 0.856
H -3.998 1.507 -2.946 0.428 -0.207 0.097
O 1.211 0.929 2.375 -0.716 1.227 0.042
H 1.115 0.300 1.655 0.855 -0.269 -1.017
H 1.314 0.306 3.065 0.531 -0.897 1.685
O -2.852 -0.635 0.456 -1.878 -1.182 1.535
H -2.195 -0.072 0.024 0.102 1.422 -0.554
H -3.560 -0.134 0.928 1.272 -0.238 -1.000
O -1.360 1.695 3.377 -0.362 -0.969 -0.831
H -2.078 1.393 2.779 0.562 0.362 0.569
H -0.603 1.148 3.054 -0.304 0.798 0.214
O 1.706 3.516 1.972 0.252 0.498 -0.744
H 1.732 3.463 2.914 -0.061 0.256 1.008
H 1.579 2.582 1.774 0.149 -0.458 -0.077
O 2.278 2.357 -2.680 2.496 0.926 0.761
H 1.502 2.485 -2.180 -1.843 0.671 0.761
H 1.999 1.879 -3.421 -0.714 -1.155 -1.623
O -1.743 -3.699 -0.893 -0.254 -0.415 0.263
H -2.182 -3.348 -0.106 0.365 -0.247 0.154
H -1.719 -2.942 -1.475 0.010 0.400 -0.666
O 0.735 -1.782 3.049 0.170 -1.185 2.360
H 0.863 -1.470 2.163 0.974 0.262 -1.720
H 1.227 -2.627 3.084 -0.417 0.702 -0.201
O 3.149 0.821 -0.298 0.340 -0.867 0.909
H 2.630 1.402 -0.822 -0.145 1.032 -1.188
H 2.475 0.146 -0.055 0.702 0.004 0.354
O 0.171 3.595 -0.430 -0.130 -0.980 -0.175
H 0.830 3.680 0.272 -0.209 0.107 0.087
H -0.139 2.651 -0.395 -0.103 1.763 -0.020
O -1.509 -1.300 -2.519 -1.453 -2.351 0.995
H -1.048 -0.854 -1.833 0.500 1.094 0.696
H -1.337 -0.902 -3.328 0.623 1.180 -2.054
O 3.778 -2.228 1.459 0.141 -0.043 0.075
H 2.930 -1.969 1.034 0.366 -0.159 0.544
H 3.566 -2.705 2.273 -0.220 0.216 -0.553
O -0.613 2.087 -2.985 0.800 0.090 -2.256
H -0.502 1.367 -3.631 -0.167 0.596 0.192
H -0.743 1.605 -2.160 -1.118 -0.091 0.931
O 1.998 -1.609 -1.975 -0.829 -0.150 -0.891
H 1.677 -1.406 -1.085 0.189 0.095 0.436
H 2.873 -1.921 -1.806 0.961 -0.214 0.112
```
Positions in Å, forces in eV/Å.

Results
E_HOMO	-3.50	eV
charge	-2

Need the Löwdin charges? In units of e they are: -0.39, -0.33, -0.30, -0.34, 0.08, 0.11, 0.09, 0.07, -0.14, -0.03, 0.04, -0.05, 0.03, -0.04, -0.06, -0.01, -0.05, -0.06, -0.02, 0.04, -0.04, -0.01, 0.03, -0.07, -0.03, 0.07, -0.09, 0.03, 0.01, -0.06, 0.02, -0.01, -0.02, -0.03, 0.00, -0.07, 0.01, -0.02, -0.05, -0.04, 0.07, -0.06, -0.04, -0.02, -0.07, 0.00, 0.01, 0.01, -0.01, 0.02, -0.08, 0.00, 0.02, -0.07, 0.04, -0.06, -0.04, -0.03, 0.03

---

(2)
One molecule with the formula C2H3FOS at a distorted geometry, computed with wB97M-V/def2-TZVPD.

Geometry as XYZ:
```
8
Properties=species:S:1:pos:R:3:forces:R:3
O 0.148 1.654 0.036 0.669 -0.980 -0.684
C 0.683 0.437 -0.056 1.064 -1.452 0.857
S 2.265 0.009 -0.038 -0.747 0.700 -0.133
C -0.346 -0.727 0.015 0.948 0.365 1.429
F -1.567 -0.010 -0.074 -0.465 -1.806 -0.291
H -0.780 1.466 -0.193 -0.308 0.650 0.345
H -0.263 -1.289 1.029 -0.384 1.418 -1.440
H -0.140 -1.540 -0.719 -0.776 1.106 -0.084
```
Positions in Å, forces in eV/Å.

Results
SMILES	OC(=S)CF
E_HOMO	-9.09	eV
charge	0

Need the Löwdin charges? In units of e they are: 0.04, -0.87, 0.70, -0.16, -0.08, 0.10, 0.15, 0.12

---

(3)
A 4-piece molecular cluster, C24H57BNO3 overall, computed with wB97M-V/def2-TZVPD.

Geometry as XYZ:
```
86
Properties=species:S:1:pos:R:3:forces:R:3
C 0.650 -1.631 -0.486 -0.113 -0.101 -0.006
C -0.193 -0.384 -0.246 0.080 0.055 -0.037
N -1.492 -0.708 0.347 0.004 -0.189 -0.076
C -2.688 -0.210 -0.317 0.112 0.064 -0.064
C -3.889 -0.789 0.441 0.029 -0.046 0.198
C -4.184 -2.276 0.191 0.067 -0.053 -0.049
O -2.751 1.192 -0.292 -0.064 -0.120 -0.035
B -3.267 1.598 -1.645 -0.191 0.210 0.100
O -2.568 0.614 -2.529 -0.087 -0.103 -0.035
C -2.769 -0.566 -1.858 0.040 0.225 -0.011
O -1.834 -1.551 -2.290 -0.214 -0.300 -0.021
H 1.694 -1.375 -0.694 -0.009 0.006 -0.037
H 0.239 -2.197 -1.321 0.051 -0.005 0.002
H 0.617 -2.277 0.396 0.077 0.040 0.025
H -0.339 0.165 -1.179 0.028 0.016 0.012
H 0.367 0.279 0.422 -0.067 0.044 0.020
H -1.526 -0.325 1.284 -0.051 -0.057 0.015
H -3.681 -0.649 1.508 -0.067 0.150 -0.025
H -4.745 -0.158 0.201 -0.031 -0.049 -0.069
H -3.469 -2.714 -0.507 0.023 0.033 0.037
H -5.185 -2.431 -0.219 0.006 0.007 -0.005
H -4.111 -2.862 1.109 -0.024 0.006 0.004
H -3.021 2.767 -1.902 0.155 -0.101 -0.038
H -4.511 1.401 -1.716 0.143 -0.008 0.035
H -3.787 -0.944 -2.053 0.002 -0.051 -0.017
H -2.338 -2.267 -2.695 0.167 0.266 0.069
C 0.297 -3.255 -4.742 0.020 0.015 0.015
C 1.198 -4.039 -3.793 -0.025 0.001 -0.014
C 2.509 -3.324 -3.468 -0.002 0.031 0.063
C 3.429 -3.073 -4.663 -0.035 0.005 -0.024
C 3.840 -4.328 -5.433 0.015 -0.002 -0.001
C 4.613 -5.336 -4.588 -0.015 -0.003 -0.019
H 0.772 -3.095 -5.712 0.000 -0.004 -0.004
H -0.640 -3.786 -4.920 -0.005 -0.003 -0.003
H 0.047 -2.280 -4.320 -0.006 -0.003 0.003
H 1.405 -5.031 -4.209 0.002 -0.005 0.005
H 0.662 -4.208 -2.856 0.004 -0.004 0.004
H 3.046 -3.897 -2.707 0.006 0.004 0.004
H 2.269 -2.364 -3.003 0.011 -0.005 -0.005
H 4.332 -2.566 -4.306 0.007 -0.006 -0.004
H 2.948 -2.377 -5.354 -0.006 0.002 0.007
H 4.454 -4.030 -6.287 -0.002 -0.009 -0.006
H 2.953 -4.811 -5.853 -0.007 0.011 -0.001
H 5.518 -4.883 -4.175 -0.005 0.001 0.017
H 4.914 -6.201 -5.181 0.009 0.003 -0.001
H 4.015 -5.701 -3.753 -0.002 0.001 0.000
C -0.328 -1.967 3.413 0.015 -0.027 0.047
C 0.162 -1.837 4.851 -0.002 0.003 -0.032
C -0.076 -0.447 5.441 -0.004 0.002 0.016
C 0.598 0.691 4.673 -0.016 0.017 0.000
C 2.110 0.556 4.511 0.014 0.009 0.007
C 2.866 0.532 5.836 0.000 -0.009 -0.022
H 0.201 -1.288 2.743 -0.007 -0.010 -0.016
H -0.181 -2.976 3.026 -0.011 -0.004 0.002
H -1.393 -1.739 3.339 0.000 0.012 -0.028
H 1.227 -2.086 4.898 0.005 0.012 0.025
H -0.347 -2.573 5.481 0.002 -0.011 -0.012
H 0.251 -0.438 6.485 0.014 0.013 -0.005
H -1.153 -0.252 5.459 -0.004 -0.015 0.007
H 0.378 1.636 5.182 0.009 0.003 -0.003
H 0.146 0.775 3.682 -0.018 0.000 -0.005
H 2.468 1.393 3.906 0.005 -0.006 -0.006
H 2.343 -0.348 3.941 -0.010 0.000 -0.009
H 2.668 1.439 6.412 -0.009 -0.007 0.011
H 3.944 0.467 5.675 0.001 0.008 0.003
H 2.575 -0.322 6.450 -0.002 -0.001 0.001
C 0.141 3.127 1.299 -0.012 0.038 -0.012
C -1.149 3.872 0.983 -0.124 0.067 -0.024
C -1.092 4.617 -0.350 0.045 0.034 0.008
C -0.019 5.706 -0.438 -0.006 -0.016 -0.007
C -0.111 6.788 0.638 0.005 0.019 -0.006
C -1.422 7.566 0.606 0.014 -0.002 0.023
H 0.997 3.800 1.403 -0.005 0.005 0.000
H 0.056 2.558 2.227 -0.011 -0.020 0.001
H 0.353 2.426 0.491 0.064 -0.014 0.011
H -1.394 4.567 1.795 0.021 -0.001 0.004
H -1.966 3.152 0.918 0.032 -0.037 0.006
H -2.075 5.046 -0.558 0.001 -0.002 -0.016
H -0.926 3.886 -1.145 -0.032 -0.005 0.011
H -0.085 6.182 -1.423 0.003 0.008 0.004
H 0.974 5.249 -0.392 -0.002 -0.008 -0.001
H 0.724 7.485 0.510 -0.002 0.003 0.011
H 0.019 6.337 1.626 0.005 -0.011 -0.003
H -1.566 8.044 -0.366 -0.013 -0.011 -0.006
H -1.440 8.346 1.369 0.002 0.006 -0.007
H -2.277 6.911 0.781 0.000 -0.004 -0.003
```
Positions in Å, forces in eV/Å.

Results
E_HOMO	-4.46	eV
charge	-1

Need the Löwdin charges? In units of e they are: -0.10, -0.26, 0.05, -0.49, -0.16, -0.10, -0.06, -0.59, -0.03, -0.39, -0.01, 0.06, 0.04, 0.05, 0.12, 0.09, 0.09, 0.10, 0.11, 0.06, 0.06, 0.06, 0.06, 0.07, 0.14, 0.09, -0.11, -0.27, -0.23, -0.23, -0.27, -0.12, 0.06, 0.07, 0.07, 0.09, 0.10, 0.10, 0.10, 0.11, 0.10, 0.10, 0.10, 0.07, 0.06, 0.06, -0.11, -0.27, -0.23, -0.23, -0.27, -0.12, 0.05, 0.07, 0.07, 0.10, 0.10, 0.10, 0.11, 0.11, 0.08, 0.10, 0.10, 0.07, 0.07, 0.06, -0.10, -0.25, -0.22, -0.23, -0.28, -0.12, 0.06, 0.05, 0.06, 0.10, 0.09, 0.10, 0.11, 0.11, 0.10, 0.10, 0.09, 0.07, 0.06, 0.07